1.
Entry from the Open Molecules 2025 dataset: C42H39FN4O3P2RuS3 as an isolated structure (wB97M-V/def2-TZVPD).

Structure (ORCA input):
```
! RIJCOSX wB97M-V def2-TZVPD def2/J DEFGRID3
* xyz 1 2
Ru -0.54 -0.18 -0.31
N -0.72 -2.32 1.90
P -0.12 -2.60 0.28
C 1.27 -3.73 0.60
C 2.14 -3.99 -0.45
C 3.19 -4.88 -0.30
C 3.39 -5.51 0.92
C 2.53 -5.25 1.98
C 1.47 -4.37 1.83
C -1.35 -3.73 -0.42
C -1.59 -3.67 -1.79
C -2.50 -4.53 -2.39
C -3.18 -5.46 -1.61
C -2.94 -5.53 -0.24
C -2.02 -4.67 0.35
P -1.55 -0.82 1.68
C -3.31 -1.22 1.67
C -4.19 -0.42 0.95
C -5.55 -0.68 0.97
C -6.03 -1.74 1.72
C -5.16 -2.53 2.46
C -3.80 -2.27 2.44
C -1.34 0.09 3.22
C -0.69 -0.41 4.34
C -0.62 0.36 5.50
C -1.19 1.62 5.53
C -1.83 2.13 4.41
C -1.90 1.37 3.26
H 0.05 -2.20 2.55
H 1.99 -3.49 -1.41
H 3.85 -5.09 -1.13
H 4.21 -6.21 1.05
H 2.68 -5.75 2.93
H 0.80 -4.20 2.65
H -1.08 -2.92 -2.39
H -2.69 -4.46 -3.45
H -3.90 -6.12 -2.07
H -3.48 -6.25 0.37
H -1.84 -4.72 1.41
H -3.80 0.41 0.36
H -6.22 -0.06 0.40
H -7.10 -1.95 1.73
H -5.55 -3.36 3.05
H -3.12 -2.88 3.02
H -0.25 -1.40 4.35
H -0.12 -0.04 6.37
H -1.13 2.21 6.44
H -2.27 3.11 4.43
H -2.39 1.77 2.37
S -3.33 2.13 -2.93
C -2.36 1.32 -1.91
S -1.42 1.94 -0.59
S -2.24 -0.44 -1.78
F 1.59 -0.39 -6.75
C 2.39 -0.21 -5.67
C 1.80 -0.12 -4.44
C 2.59 0.09 -3.31
C 1.93 0.25 -2.01
O 0.69 0.29 -1.99
C 2.80 0.44 -0.89
C 4.13 0.53 -1.11
N 4.74 0.39 -2.31
C 6.17 0.59 -2.41
C 7.04 -0.58 -2.77
C 7.06 -0.03 -1.38
C 3.98 0.19 -3.44
C 4.55 0.10 -4.72
C 3.77 -0.09 -5.84
N 4.43 -0.15 -7.11
C 5.25 1.00 -7.48
C 6.48 0.47 -8.23
N 6.10 -0.86 -8.82
C 4.73 -0.78 -9.43
C 3.72 -0.66 -8.28
C 2.33 0.61 0.55
O 3.12 1.09 1.35
O 1.17 0.16 0.83
H 0.73 -0.18 -4.34
H 4.78 0.74 -0.26
H 6.45 1.56 -2.79
H 7.90 -0.40 -3.41
H 6.55 -1.54 -2.92
H 7.91 0.54 -1.05
H 6.59 -0.64 -0.61
H 5.63 0.16 -4.82
H 5.57 1.54 -6.59
H 4.69 1.71 -8.10
H 7.33 0.29 -7.57
H 6.79 1.12 -9.04
H 6.06 -1.53 -8.05
H 6.80 -1.18 -9.49
H 4.56 -1.67 -10.03
H 4.74 0.09 -10.08
H 3.30 -1.63 -8.04
H 2.90 -0.01 -8.61
*
```

Calculated values
Expectation value of S²: 0.7630
Energy relative to the best compared isomer or geometry (same formula, charge and spin): 0.000 eV
Molecular weight: 926.0 u
HOMO-LUMO gap (spin up / spin down): 5.53 / 5.45 eV



2.
Entry from the Open Molecules 2025 dataset: C35H43Br66N9OS as an isolated structure (wB97M-V/def2-TZVPD).

Structure (ORCA input):
```
! RIJCOSX wB97M-V def2-TZVPD def2/J DEFGRID3
* xyz 0 1
N 3.75 -0.65 3.38
C 3.59 -1.61 4.17
N 3.69 -2.97 3.75
N 3.32 -1.34 5.54
C 1.93 -1.68 5.91
C 0.90 -0.87 5.12
C -0.12 -1.75 4.39
C -0.39 -1.34 2.92
C 0.41 -2.18 2.01
N -0.01 -3.44 1.81
N 0.74 -4.20 1.05
C 1.84 -3.68 0.51
C 2.71 -4.56 -0.33
C 3.67 -3.74 -1.18
C 5.01 -3.38 -0.50
C 6.12 -3.25 -1.55
S 6.61 -1.51 -1.79
C 5.03 -0.80 -1.88
N 4.11 -0.86 -2.77
N 3.04 -0.11 -2.27
C 3.41 0.34 -1.14
O 4.65 -0.04 -0.81
N 2.22 -2.41 0.67
N 1.49 -1.64 1.44
H 3.95 -1.03 2.45
H 2.82 -3.21 3.28
H 3.73 -3.61 4.53
H 3.90 -1.98 6.07
H 1.81 -1.44 6.97
H 1.75 -2.75 5.81
H 1.43 -0.24 4.41
H 0.37 -0.23 5.80
H -1.05 -1.80 4.93
H 0.30 -2.75 4.36
H -0.16 -0.29 2.75
H -1.44 -1.52 2.72
H 3.28 -5.17 0.36
H 2.07 -5.22 -0.91
H 3.94 -4.37 -2.03
H 3.20 -2.85 -1.57
H 4.87 -2.45 0.02
H 5.28 -4.12 0.25
H 7.03 -3.75 -1.27
H 5.77 -3.64 -2.50
H 2.86 0.93 -0.44
C 1.21 2.21 -5.50
Br 1.39 1.36 -7.22
Br -0.63 2.61 -5.09
Br 2.01 1.17 -4.06
H 1.73 3.16 -5.56
C -2.18 -1.01 8.31
Br -1.79 -2.78 7.69
Br -0.60 0.04 8.57
Br -3.45 -0.15 7.15
H -2.66 -1.11 9.28
C 10.43 -0.65 -0.06
Br 8.90 0.29 0.60
Br 11.46 -1.44 1.35
Br 9.99 -1.94 -1.43
H 11.06 0.09 -0.54
C -2.07 2.50 4.77
Br -2.84 3.50 6.21
Br -2.28 3.39 3.07
Br -0.23 2.05 5.09
H -2.61 1.57 4.71
C -0.16 5.61 -1.75
Br -1.98 4.99 -1.77
Br 1.06 4.27 -2.37
Br 0.04 7.25 -2.74
H 0.09 5.83 -0.72
C 0.88 0.04 -10.99
Br -0.86 -0.74 -11.17
Br 2.27 -1.22 -11.43
Br 1.04 1.66 -12.01
H 1.01 0.30 -9.95
C 4.75 6.16 -3.20
Br 3.69 6.91 -4.61
Br 4.73 4.24 -3.25
Br 6.54 6.85 -3.21
H 4.30 6.46 -2.26
C -4.14 1.32 -8.85
Br -2.39 1.08 -8.11
Br -4.70 3.16 -8.77
Br -4.25 0.62 -10.64
H -4.83 0.75 -8.24
C -3.98 -4.99 0.06
Br -4.37 -4.10 -1.59
Br -4.44 -6.86 0.01
Br -2.15 -4.70 0.57
H -4.60 -4.54 0.82
C -4.45 3.55 10.25
Br -6.25 3.35 9.61
Br -3.48 1.89 10.18
Br -3.53 4.96 9.34
H -4.52 3.84 11.29
C -6.66 1.84 5.43
Br -7.55 3.51 5.73
Br -7.74 0.34 5.96
Br -6.07 1.68 3.61
H -5.78 1.83 6.06
C -6.40 6.58 12.35
Br -7.16 7.67 13.73
Br -6.58 7.38 10.62
Br -4.56 6.15 12.73
H -6.94 5.65 12.33
C -1.97 -4.13 -13.66
Br -1.67 -5.35 -12.20
Br -3.45 -2.96 -13.31
Br -0.37 -3.16 -14.10
H -2.23 -4.73 -14.52
C 4.78 -3.40 -14.17
Br 3.34 -4.59 -13.72
Br 6.29 -3.65 -13.02
Br 5.26 -3.54 -16.03
H 4.42 -2.39 -14.01
C -3.22 -1.07 -4.84
Br -5.03 -1.68 -4.73
Br -2.14 -1.86 -3.46
Br -2.47 -1.33 -6.59
H -3.23 0.00 -4.65
C -3.80 -6.60 6.84
Br -4.63 -5.64 8.28
Br -3.88 -5.60 5.19
Br -2.00 -7.10 7.26
H -4.36 -7.51 6.69
C -1.87 9.26 -0.11
Br -1.47 10.87 0.86
Br -2.40 7.83 1.06
Br -3.18 9.58 -1.48
H -0.96 8.95 -0.60
C 2.17 -6.73 4.25
Br 0.47 -5.95 4.67
Br 3.57 -6.05 5.39
Br 2.11 -8.64 4.28
H 2.42 -6.43 3.24
C -0.15 11.66 -2.62
Br 1.63 11.25 -2.03
Br -0.57 13.52 -2.37
Br -0.44 11.10 -4.43
H -0.83 11.10 -2.00
C -7.08 1.64 -3.47
Br -7.45 0.36 -2.09
Br -8.15 3.22 -3.28
Br -5.21 2.06 -3.56
H -7.35 1.18 -4.41
C -8.35 -7.19 -0.54
Br -7.93 -5.66 0.54
Br -9.54 -8.39 0.36
Br -9.02 -6.67 -2.26
H -7.42 -7.72 -0.71
C 7.53 3.09 3.06
Br 6.54 2.36 1.59
Br 8.14 4.88 2.68
Br 6.54 3.01 4.70
H 8.41 2.48 3.18
*
```

Calculated values
Molecular weight: 5911.5 u
HOMO-LUMO gap: 7.85 eV



3.
Entry from the Open Molecules 2025 dataset: the molecule C16H10N4S (wB97M-V/def2-TZVPD).

Structure (ORCA input):
```
! RIJCOSX wB97M-V def2-TZVPD def2/J DEFGRID3
* xyz 0 1
N -5.93 -1.70 0.37
C -4.99 -1.09 0.11
C -3.82 -0.33 -0.22
H -3.66 0.48 0.48
H -3.89 0.06 -1.24
S -2.34 -1.42 -0.13
C -1.11 -0.16 -0.05
N -1.49 1.06 -0.05
C -0.55 2.07 0.00
C -0.99 3.40 0.00
C -0.06 4.42 0.04
C 1.30 4.14 0.06
C 1.75 2.84 0.06
C 0.83 1.79 0.03
C 1.22 0.42 0.03
N 2.40 -0.10 0.06
C 2.22 -1.46 0.04
C 3.17 -2.48 0.06
C 2.72 -3.78 0.05
C 1.36 -4.08 0.01
C 0.40 -3.09 -0.01
C 0.84 -1.77 0.00
N 0.20 -0.55 -0.01
H -0.65 -3.33 -0.03
H 1.04 -5.11 0.00
H 3.43 -4.59 0.06
H 4.22 -2.24 0.09
H 2.80 2.60 0.09
H 2.01 4.96 0.09
H -0.40 5.44 0.04
H -2.05 3.60 -0.02
*
```

Calculated values
Molecular weight: 290.4 u
HOMO-LUMO gap: 8.47 eV



4.
Entry from the Open Molecules 2025 dataset: an isolated ion of composition C3H7N4 and charge +1 (wB97M-V/def2-TZVPD).

Structure (ORCA input):
```
! RIJCOSX wB97M-V def2-TZVPD def2/J DEFGRID3
* xyz 1 3
C -1.46 0.29 -0.18
C 1.96 -1.29 -0.09
C 0.83 0.85 -0.35
N -3.54 -0.80 -0.02
N -2.58 -0.08 -0.02
N 1.71 -0.13 0.43
N -0.39 0.90 0.32
H 2.41 -2.11 0.47
H 1.34 -1.56 -0.90
H 1.53 1.77 -0.21
H 0.77 0.47 -1.44
H -4.44 -0.25 -0.33
H 2.22 0.30 1.18
H -0.34 1.62 1.13
*
```

Calculated values
Expectation value of S²: 2.0226
Energy relative to the best compared isomer or geometry (same formula, charge and spin): 3.570 eV
Molecular weight: 99.1 u
HOMO-LUMO gap (spin up / spin down): 4.43 / 6.94 eV



5.
Entry from the Open Molecules 2025 dataset: the molecule C4H8N2O (wB97M-V/def2-TZVPD).

Structure (ORCA input):
```
! RIJCOSX wB97M-V def2-TZVPD def2/J DEFGRID3
* xyz 0 1
C 0.18 0.42 0.70
C 0.02 -0.44 -0.81
C -0.68 1.70 0.85
C -0.42 -1.84 -0.74
N 1.58 0.64 0.73
N 2.21 0.30 -0.25
O 1.49 -0.37 -1.18
H 0.14 -0.22 1.57
H -0.51 0.13 -1.56
H 0.01 2.49 1.12
H -1.28 1.63 1.70
H -1.32 1.96 0.06
H 0.39 -2.59 -1.00
H -1.12 -1.93 -1.48
H -0.68 -1.88 0.29
*
```

Calculated values
Energy relative to the best compared isomer or geometry (same formula, charge and spin): 4.339 eV
Molecular weight: 100.1 u
HOMO-LUMO gap: 10.98 eV



6.
Entry from the Open Molecules 2025 dataset: the molecule C2H4N2O2S (wB97M-V/def2-TZVPD).

Structure (ORCA input):
```
! RIJCOSX wB97M-V def2-TZVPD def2/J DEFGRID3
* xyz 0 3
C -0.19 0.24 0.43
C -1.51 0.16 -0.33
N 0.76 1.11 -0.30
N 1.87 0.66 -0.39
O 2.66 -1.85 -0.42
O 0.43 -0.99 0.72
S 2.19 -0.82 0.52
H -0.53 0.90 1.39
H -1.57 -0.81 -0.89
H -1.72 1.02 -1.09
H -2.38 0.37 0.35
*
```

Calculated values
Expectation value of S²: 2.0112
Energy relative to the best compared isomer or geometry (same formula, charge and spin): 0.532 eV
Molecular weight: 120.1 u
HOMO-LUMO gap (spin up / spin down): 7.71 / 8.00 eV



7.
Entry from the Open Molecules 2025 dataset: an isolated ion of composition C3H7N2O2 and charge +1 (wB97M-V/def2-TZVPD).

Structure (ORCA input):
```
! RIJCOSX wB97M-V def2-TZVPD def2/J DEFGRID3
* xyz 1 1
C -0.52 1.35 -0.74
C -1.21 0.47 1.17
C 1.38 -1.65 0.84
N 0.07 0.26 0.89
N -0.65 0.99 -2.06
O -1.68 1.01 0.09
O 1.20 -0.34 1.37
H 0.30 2.09 -0.57
H -1.85 0.38 2.06
H 2.29 -2.07 1.28
H 1.46 -1.82 -0.24
H 0.50 -2.21 1.00
H 0.13 1.06 -2.77
H -1.42 0.47 -2.32
*
```

Calculated values
Energy relative to the best compared isomer or geometry (same formula, charge and spin): 4.960 eV
Molecular weight: 103.1 u
HOMO-LUMO gap: 9.49 eV



8.
Entry from the Open Molecules 2025 dataset: the molecule C2H4ClOP (wB97M-V/def2-TZVPD).

Structure (ORCA input):
```
! RIJCOSX wB97M-V def2-TZVPD def2/J DEFGRID3
* xyz 0 1
C 0.68 -1.95 0.35
C 0.31 0.53 -0.28
O 1.16 -0.55 -0.07
P 1.68 -3.26 0.19
Cl 0.59 -4.58 1.05
H -0.20 -2.06 0.86
H -0.79 0.47 0.05
H 0.35 0.56 -1.38
H 0.84 1.37 0.11
*
```

Calculated values
Energy relative to the best compared isomer or geometry (same formula, charge and spin): 2.535 eV
Molecular weight: 110.5 u
HOMO-LUMO gap: 9.04 eV



9.
Entry from the Open Molecules 2025 dataset: a 2-piece molecular cluster, C3H3N3O overall (wB97M-V/def2-TZVPD).

Structure (ORCA input):
```
! RIJCOSX wB97M-V def2-TZVPD def2/J DEFGRID3
* xyz 0 1
N -2.02 -0.35 -0.23
C -1.02 0.20 -0.66
N 0.19 -2.50 1.26
N 0.88 -1.95 1.93
O 1.50 2.14 0.44
C 1.11 1.07 0.05
C 0.03 0.95 -0.96
H -2.20 -1.32 -0.49
H 1.52 0.11 0.45
H 0.00 1.65 -1.78
*
```

Calculated values
Energy relative to the best compared isomer or geometry (same formula, charge and spin): 1.066 eV
Molecular weight: 97.1 u
HOMO-LUMO gap: 10.20 eV



10.
Entry from the Open Molecules 2025 dataset: the molecule C5H7N (wB97M-V/def2-TZVPD).

Structure (ORCA input):
```
! RIJCOSX wB97M-V def2-TZVPD def2/J DEFGRID3
* xyz 0 1
C -0.88 -0.95 -0.66
C 0.65 0.05 0.29
C 0.60 -0.64 1.44
N 0.85 -0.74 -0.84
C 0.25 1.42 0.04
C 0.05 2.59 -0.18
H -1.36 -0.60 -1.55
H -1.48 -0.49 0.18
H -0.92 -2.01 -0.45
H 1.19 -1.55 1.43
H -0.22 -0.55 2.14
H 1.36 -0.16 -1.55
H -0.09 3.64 -0.30
*
```

Calculated values
Energy relative to the best compared isomer or geometry (same formula, charge and spin): 6.020 eV
Molecular weight: 81.1 u
HOMO-LUMO gap: 9.12 eV



11.
Entry from the Open Molecules 2025 dataset: a 2-piece molecular cluster, CH3N3O overall (wB97M-V/def2-TZVPD).

Structure (ORCA input):
```
! RIJCOSX wB97M-V def2-TZVPD def2/J DEFGRID3
* xyz 0 1
C -1.88 0.34 -0.06
N 1.67 -0.84 0.10
N 0.68 -0.15 -0.05
N -1.42 1.41 0.20
O -2.38 -0.62 -0.42
H 2.23 -0.96 1.08
H 2.27 -1.41 -0.50
H -1.17 2.24 -0.34
*
```

Calculated values
Energy relative to the best compared isomer or geometry (same formula, charge and spin): 3.511 eV
Molecular weight: 73.1 u
HOMO-LUMO gap: 9.21 eV



12.
Entry from the Open Molecules 2025 dataset: C4F6MoN2S3Sb as an isolated structure (wB97M-V/def2-TZVPD).

Structure (ORCA input):
```
! RIJCOSX wB97M-V def2-TZVPD def2/J DEFGRID3
* xyz 2 2
Mo 0.96 -0.55 -0.02
S -0.47 -0.89 -1.87
C -0.82 -2.43 -1.14
S 0.09 -2.82 0.23
C -1.77 -3.30 -1.73
C -2.49 -2.87 -2.86
N -3.04 -2.48 -3.80
C -2.00 -4.57 -1.17
N -2.15 -5.62 -0.72
F 0.83 1.16 0.59
Sb 1.84 0.45 3.48
F 1.24 -0.93 2.01
F 0.06 0.24 3.84
F 3.17 0.64 2.22
F 1.84 2.24 3.85
F 2.67 -0.60 4.71
S 2.81 -0.78 -0.81
*
```

Calculated values
Expectation value of S²: 0.7774
Energy relative to the best compared isomer or geometry (same formula, charge and spin): 0.000 eV
Molecular weight: 503.9 u
HOMO-LUMO gap (spin up / spin down): 6.10 / 6.53 eV



13.
Entry from the Open Molecules 2025 dataset: C2H5N3O2 as an isolated structure (wB97M-V/def2-TZVPD).

Structure (ORCA input):
```
! RIJCOSX wB97M-V def2-TZVPD def2/J DEFGRID3
* xyz 0 1
C -0.35 0.17 -1.16
C 0.48 -0.21 1.21
H -0.45 -0.92 -1.35
H 0.30 0.82 -1.86
H -1.05 1.00 -1.59
H 1.44 -2.37 1.22
H 1.70 -0.82 -0.22
N -0.30 0.63 0.19
N -1.13 1.46 0.75
N 1.17 -1.26 0.52
O -2.02 1.88 -0.08
O 0.21 -0.36 2.36
*
```

Calculated values
Energy relative to the best compared isomer or geometry (same formula, charge and spin): 6.787 eV
Molecular weight: 103.1 u
HOMO-LUMO gap: 9.75 eV



14.
Entry from the Open Molecules 2025 dataset: C4H7NO as an isolated structure (wB97M-V/def2-TZVPD).

Structure (ORCA input):
```
! RIJCOSX wB97M-V def2-TZVPD def2/J DEFGRID3
* xyz 0 1
C -1.62 0.59 -0.41
N -0.34 0.28 -0.36
C 0.45 -0.81 -0.47
C 1.72 -0.14 0.01
C 0.81 1.08 0.07
O 0.85 2.25 0.28
H -1.57 -1.05 1.25
H -1.90 1.60 -0.15
H -2.33 -0.14 -0.79
H 0.20 -1.75 -0.93
H -0.93 -1.45 1.19
H 2.10 -0.43 0.99
H 2.56 -0.04 -0.69
*
```

Calculated values
Energy relative to the best compared isomer or geometry (same formula, charge and spin): 4.466 eV
Molecular weight: 85.1 u
HOMO-LUMO gap: 7.81 eV



15.
Entry from the Open Molecules 2025 dataset: a 2-piece molecular cluster, C8H20P2 overall (wB97M-V/def2-TZVPD).

Structure (ORCA input):
```
! RIJCOSX wB97M-V def2-TZVPD def2/J DEFGRID3
* xyz 0 1
C 3.92 -1.64 -0.63
C -1.92 2.86 -0.18
C -1.55 0.98 2.54
C 1.56 -0.90 -2.02
C 1.36 -2.26 0.40
C -2.89 0.72 -1.33
C -1.76 0.21 1.25
C 1.89 0.41 0.42
P 2.33 -1.09 -0.42
P -1.57 1.22 -0.33
H 4.42 -1.83 0.25
H 4.33 -1.21 -1.57
H -1.25 3.46 0.37
H -2.25 3.27 -1.17
H -2.53 1.61 2.72
H -1.56 0.22 3.34
H -0.59 1.48 2.59
H 1.93 -0.21 -2.83
H 1.62 -1.89 -2.53
H 0.42 -0.80 -1.70
H 1.61 -2.15 1.51
H 0.29 -1.95 0.37
H 1.72 -3.34 0.03
H -3.02 1.36 -2.18
H -2.66 -0.33 -1.72
H -3.73 0.73 -0.76
H -2.77 -0.35 1.19
H -0.97 -0.60 1.26
H 1.70 0.72 1.37
H 1.93 1.31 -0.26
*
```

Calculated values
Energy relative to the best compared isomer or geometry (same formula, charge and spin): 0.182 eV
Molecular weight: 178.2 u
HOMO-LUMO gap (spin up / spin down): 7.06 / 6.49 eV



16.
Entry from the Open Molecules 2025 dataset: B2H30NiO11 as an isolated structure (wB97M-V/def2-TZVPD).

Structure (ORCA input):
```
! RIJCOSX wB97M-V def2-TZVPD def2/J DEFGRID3
* xyz 0 3
Ni -2.86 1.83 -0.50
B -4.75 1.67 -4.07
H -3.89 2.30 -3.92
H -5.38 2.20 -4.76
H -4.40 0.81 -4.62
H -5.27 1.45 -3.15
B 0.25 -0.47 -1.18
H 1.14 -1.01 -1.45
H 0.37 0.59 -1.37
H -0.62 -0.86 -1.68
H 0.00 -0.63 -0.14
O -3.68 -4.72 4.58
H -2.80 -4.53 4.27
H -3.64 -5.62 4.90
O -1.17 -4.71 -0.36
H -0.90 -3.84 -0.66
H -0.56 -4.92 0.34
O 1.38 -4.10 4.04
H 1.42 -4.35 4.96
H 2.28 -4.12 3.74
O 2.39 1.77 5.71
H 2.29 0.85 5.46
H 3.18 1.79 6.26
O 5.09 -1.52 0.80
H 5.53 -2.37 0.78
H 4.20 -1.70 0.48
O 5.26 3.08 -1.23
H 4.75 2.39 -0.80
H 5.11 3.85 -0.69
O -1.99 5.72 -0.66
H -2.62 6.29 -1.10
H -1.36 6.31 -0.27
O 6.34 -0.56 -4.42
H 6.09 0.34 -4.23
H 6.24 -1.02 -3.59
O 1.31 1.72 -5.65
H 1.65 2.60 -5.51
H 1.26 1.34 -4.77
O -2.17 2.45 3.47
H -1.35 2.36 3.97
H -2.86 2.35 4.12
O -4.91 -1.33 0.97
H -5.70 -1.58 0.48
H -4.69 -2.11 1.47
*
```

Calculated values
Expectation value of S²: 2.0192
Energy relative to the best compared isomer or geometry (same formula, charge and spin): 11.438 eV
Molecular weight: 286.5 u
HOMO-LUMO gap (spin up / spin down): 6.58 / 2.54 eV